(1)
Formula: C4H11N2O
Source: the OMol25 dataset
Level of theory: ωB97M-V/def2-TZVPD

Each line ends with the natural charge from an NBO analysis.
Cartesian coordinates (Å):
O1 2.833 -0.412 0.551  -0.9415
N1 1.012 0.586 -0.699  -0.6962
N2 -2.656 0.059 -0.155  -0.8416
C1 -0.034 -0.515 1.317  -0.6690
C2 -1.378 0.724 -0.447  -0.2133
C3 -0.140 -0.110 -0.175  -0.0631
C4 2.346 -0.131 -0.639  0.1487
H1 2.145 -1.014 -1.313  0.0480
H2 -1.363 1.041 -1.494  0.1887
H3 -2.628 -0.252 0.810  0.3449
H4 -0.742 -1.314 1.593  0.1644
H5 -0.156 -1.053 -0.756  0.1655
H6 -0.307 0.335 1.964  0.1706
H7 -1.338 1.619 0.177  0.1682
H8 0.995 -0.832 1.495  0.2944
H9 2.972 0.565 -1.252  0.0627
H10 1.146 1.497 -0.273  0.3303
H11 -2.706 -0.792 -0.704  0.3381

Results
- Spin multiplicity: 1
- SMILES: C[C@@H](CN)NC[O-]
- Gap between HOMO and LUMO: 6.7 eV
- Charge: -1
- Strongest force on any atom: 0.9 eV Å⁻¹



(2)
Formula: C32H43FN8O3SScSi
Source: the OMol25 dataset
Level of theory: ωB97M-V/def2-TZVPD

Each line ends with the Mulliken charge.
Cartesian coordinates (Å):
Sc1 -1.123 0.066 -0.429  -0.6921
S1 0.622 2.962 -1.031  -0.2273
Si1 -2.894 -2.840 -0.198  0.2167
F1 -2.254 1.256 -1.838  0.0433
O1 3.570 3.915 2.548  -0.5839
O2 -0.356 -0.187 1.474  -0.6527
O3 0.424 1.477 -0.486  -0.3151
N1 2.056 0.181 2.413  0.0693
N2 -2.646 -1.253 -0.922  1.1771
N3 1.202 -0.076 -4.467  0.0792
N4 0.149 -2.239 -4.303  0.2086
N5 1.799 2.551 2.278  0.6161
N6 -0.006 -0.679 -2.433  2.0206
N7 2.121 -1.754 -2.981  0.0826
N8 -2.094 1.724 0.918  0.3356
C1 1.381 -2.771 -3.730  -0.7472
C2 -3.316 0.525 -2.424  0.6145
C3 -0.030 1.041 1.791  1.1014
C4 -4.547 -1.453 -2.528  -0.7341
C5 3.001 2.607 4.450  0.9498
C6 2.882 3.059 3.039  -0.2551
C7 -4.628 -2.976 0.504  -1.2443
C8 4.228 2.814 5.076  -0.8155
C9 -2.593 -4.256 -1.395  -1.2123
C10 -3.219 3.742 1.487  -0.8882
C11 3.809 -0.278 0.762  0.3647
C12 0.492 -1.129 -5.185  -0.7273
C13 -4.051 1.154 -3.392  -0.8355
C14 2.415 -0.643 -3.889  -0.8304
C15 -1.621 -2.999 1.163  -1.0023
C16 4.397 2.438 6.395  -0.6712
C17 -5.323 -0.872 -3.521  -1.0709
C18 -2.187 4.095 2.340  -0.6274
C19 -1.100 2.059 1.769  0.5548
C20 -3.123 2.550 0.777  -0.2786
C21 5.304 -0.445 0.555  -1.5814
C22 0.363 0.407 -3.392  -0.7412
C23 -5.089 0.423 -3.962  -0.6897
C24 2.110 1.688 6.481  -0.9203
C25 1.939 2.053 5.157  0.3515
C26 3.341 1.873 7.095  -0.3782
C27 1.271 -1.259 -1.920  -1.0530
C28 3.496 0.069 2.210  -0.8701
C29 -0.688 -1.741 -3.232  -0.2956
C30 -1.089 3.252 2.482  -0.3584
C31 -3.486 -0.764 -1.923  0.4750
C32 1.311 1.264 2.200  -0.9454
H1 0.971 1.921 4.695  0.3753
H2 -0.948 -2.557 -2.558  -0.6691
H3 5.031 3.271 4.518  0.4838
H4 5.347 2.593 6.883  0.4156
H5 -1.579 -4.038 1.481  0.4895
H6 3.870 -0.688 2.903  0.5175
H7 -5.295 -3.542 -0.139  0.3755
H8 1.788 -0.477 -1.353  0.2048
H9 3.421 0.518 0.119  0.0917
H10 -0.565 0.821 -3.802  0.1042
H11 1.122 -1.499 -5.995  0.3449
H12 3.473 1.586 8.126  0.4063
H13 3.059 -1.006 -4.693  0.3945
H14 -0.602 -2.751 0.834  0.0915
H15 -2.230 5.020 2.895  0.4889
H16 -0.277 3.507 3.146  0.4028
H17 3.979 1.005 2.492  0.2616
H18 1.285 1.270 7.037  0.4296
H19 -1.533 -4.404 -1.599  0.2912
H20 -4.082 4.373 1.354  0.4548
H21 -2.954 -5.172 -0.931  0.4665
H22 1.137 -3.597 -3.060  0.3213
H23 5.842 0.465 0.814  0.3666
H24 -1.609 -1.319 -3.647  0.1508
H25 1.561 3.156 1.485  0.2143
H26 -0.423 -0.716 -5.612  0.3555
H27 -3.103 -4.157 -2.348  0.3895
H28 2.014 -3.148 -4.536  0.3700
H29 1.018 -2.090 -1.243  0.3832
H30 -3.894 2.250 0.075  0.5224
H31 -5.699 0.864 -4.732  0.4508
H32 -4.768 -2.459 -2.213  0.3377
H33 1.523 -0.681 2.311  0.3033
H34 -3.815 2.161 -3.685  0.5449
H35 0.894 1.186 -2.841  0.1187
H36 5.703 -1.252 1.165  0.3706
H37 3.283 -1.195 0.482  0.2022
H38 2.945 0.136 -3.338  0.3159
H39 -5.072 -1.997 0.665  0.3286
H40 -4.603 -3.485 1.464  0.4204
H41 -1.838 -2.384 2.033  0.2277
H42 -6.128 -1.446 -3.953  0.4535
H43 5.531 -0.674 -0.483  0.4148

Results
- Spin multiplicity: 1
- Gap between HOMO and LUMO (alpha / beta): 4.7 / 4.7 eV
- Charge: +1
- Strongest force on any atom: 0.8 eV Å⁻¹



(3)
Formula: C5H8O
Source: the OMol25 dataset
Level of theory: ωB97M-V/def2-TZVPD

Each line ends with the natural charge from an NBO analysis.
Cartesian coordinates (Å):
O1 0.235 2.348 -0.696  -0.6954
C1 0.895 -1.080 -0.971  -0.4270
C2 -0.493 -0.673 1.107  -0.4676
C3 -0.848 0.702 0.608  -0.2706
C4 -0.187 -1.324 -0.236  -0.1527
C5 0.125 1.598 0.446  0.1374
H1 -1.286 -1.209 1.637  0.2152
H2 0.396 -0.642 1.744  0.2194
H3 1.003 -1.464 -1.981  0.2061
H4 -1.687 0.733 -0.087  0.1966
H5 1.717 -0.469 -0.596  0.1936
H6 0.154 1.680 -1.398  0.4835
H7 0.983 1.673 1.116  0.1624
H8 -1.008 -1.873 -0.692  0.1992

Results
- Spin multiplicity: 1
- SMILES: C=CC/C=C/O
- Gap between HOMO and LUMO: 9.7 eV
- Charge: 0
- Strongest force on any atom: 0.6 eV Å⁻¹



(4)
Formula: C37H37BrN7O9PtSSi2
Source: the OMol25 dataset
Level of theory: ωB97M-V/def2-TZVPD

Each line ends with the Mulliken charge.
Cartesian coordinates (Å):
Pt1 -0.285 -0.435 -0.397  0.5717
Br1 -2.540 -5.420 3.864  -0.1871
S1 1.571 -0.664 2.525  -0.2688
Si1 -1.653 -2.281 -2.968  1.2959
Si2 -0.988 1.018 -3.421  0.6450
O1 2.241 1.472 0.540  -0.3145
O2 4.874 3.313 3.143  -0.6903
O3 4.552 1.655 1.814  -0.6237
O4 0.065 6.975 2.433  -0.6385
O5 -1.433 3.018 0.355  -0.6950
O6 -0.359 -2.310 0.184  1.1041
O7 1.278 -3.407 -0.940  -0.6339
O8 -0.057 1.726 -0.693  0.0815
O9 1.999 6.971 3.389  -0.6244
N1 -0.453 1.490 3.332  0.1162
N2 1.388 -0.752 -1.436  0.9406
N3 0.088 -0.229 1.831  -0.2090
N4 1.143 6.476 2.686  1.0705
N5 4.224 2.713 2.309  1.3400
N6 -0.279 2.653 0.160  0.3059
N7 -2.122 0.072 0.470  1.0509
C1 -4.465 0.461 0.397  -1.1529
C2 -0.346 -6.642 2.527  -0.3443
C3 0.587 2.029 -3.489  -1.1361
C4 2.032 2.579 1.009  1.3871
C5 0.920 -5.621 0.754  -0.5843
C6 2.658 4.535 2.406  -0.0907
C7 -0.914 -4.423 1.768  0.2075
C8 -0.717 0.645 2.321  -0.1044
C9 1.684 -1.199 -3.733  -0.3744
C10 -2.067 0.648 1.686  0.6464
C11 -0.605 -0.681 -2.507  1.5091
C12 3.124 0.910 4.116  -0.9611
C13 0.121 -4.487 0.841  0.5746
C14 2.690 -0.869 -1.168  -0.4641
C15 1.858 0.728 3.584  1.1425
C16 -3.292 -0.011 -0.163  -0.5912
C17 -1.445 0.763 -5.215  -1.2847
C18 2.388 2.914 5.218  -0.8225
C19 1.427 5.159 2.113  -1.1448
C20 -0.508 -3.630 -3.559  -1.1940
C21 3.391 2.002 4.932  -0.6848
C22 -3.199 1.132 2.308  -0.5675
C23 1.115 2.728 4.694  -0.4476
C24 0.867 -0.912 -2.656  -1.7394
C25 0.852 1.641 3.880  -0.1644
C26 2.944 3.313 1.898  -1.0490
C27 0.770 3.291 0.802  -0.7851
C28 -1.135 -5.505 2.600  -0.5624
C29 0.429 -3.349 -0.086  -0.2000
C30 0.684 -6.694 1.598  -0.7854
C31 3.042 -1.314 -3.490  -0.7639
C32 -2.744 -2.901 -1.565  -0.9478
C33 -2.406 1.968 -2.654  -1.0493
C34 -2.855 -2.002 -4.372  -1.6116
C35 0.486 4.554 1.345  -0.1184
C36 -4.417 1.038 1.652  -1.0376
C37 3.551 -1.147 -2.207  -1.1995
H1 -3.371 1.502 -2.868  0.3164
H2 -3.647 -1.286 -4.142  0.3785
H3 3.715 -1.541 -4.307  0.5130
H4 -5.317 1.413 2.121  0.4785
H5 -3.272 -0.465 -1.140  0.5548
H6 -1.113 2.226 3.519  0.3163
H7 2.588 3.771 5.845  0.4500
H8 -2.859 -3.976 -1.728  0.6155
H9 -3.749 -2.477 -1.623  0.4155
H10 1.065 2.193 -2.526  0.0919
H11 -2.416 2.947 -3.142  0.5141
H12 -2.360 -2.775 -0.556  -0.0010
H13 1.303 -7.578 1.537  0.4133
H14 -3.334 -2.971 -4.543  0.4057
H15 3.912 0.205 3.877  0.3803
H16 -5.392 0.369 -0.151  0.5634
H17 1.268 -1.330 -4.723  0.5533
H18 4.386 2.138 5.333  0.3828
H19 0.326 3.439 4.912  0.5021
H20 1.319 1.568 -4.155  0.3400
H21 -3.141 1.563 3.297  0.6589
H22 -2.316 2.144 -1.585  0.1578
H23 -1.536 -3.544 1.842  0.2730
H24 3.011 -0.728 -0.149  0.5635
H25 1.716 -5.648 0.023  0.5034
H26 -0.462 5.036 1.158  0.7454
H27 3.373 5.030 3.047  0.6770
H28 4.608 -1.240 -2.006  0.5517
H29 -1.078 -4.562 -3.583  0.4655
H30 -2.442 0.359 -5.367  0.3681
H31 0.372 -3.786 -2.941  0.2703
H32 -1.423 1.761 -5.662  0.4361
H33 -0.731 0.150 -5.768  0.3472
H34 -2.380 -1.711 -5.306  0.3625
H35 -0.536 -7.476 3.188  0.4283
H36 -0.179 -3.431 -4.582  0.3026
H37 0.338 3.006 -3.912  0.5630

Results
- Spin multiplicity: 1
- Gap between HOMO and LUMO: 5.9 eV
- Charge: +1
- Strongest force on any atom: 1.1 eV Å⁻¹



(5)
Formula: C33H54HfN6OPSSi
Source: the OMol25 dataset
Level of theory: ωB97M-V/def2-TZVPD

Each line ends with the Mulliken charge.
Cartesian coordinates (Å):
Hf1 0.824 1.404 0.062  -0.2774
S1 -1.300 2.414 2.601  -0.2431
P1 -1.389 -1.312 -0.537  -1.6663
Si1 2.640 1.404 -2.022  0.7295
O1 -0.167 -0.364 -0.263  1.9470
N1 -1.270 -2.562 0.484  0.5524
N2 0.027 1.349 2.402  -0.6923
N3 0.233 0.735 4.640  -0.0422
N4 -2.730 -0.446 -0.259  0.4547
N5 -1.243 -1.811 -2.070  0.5155
N6 2.066 -0.109 1.678  0.6292
C1 1.627 -0.280 2.931  -0.0177
C2 -1.576 -2.568 -4.257  -0.6799
C3 0.575 0.669 3.358  1.0901
C4 -1.341 -3.691 2.547  -0.7474
C5 3.482 -0.227 -2.398  -1.7264
C6 3.807 2.639 -1.149  1.4798
C7 -3.015 2.892 6.214  -0.7022
C8 -2.235 2.098 7.036  -0.6956
C9 1.346 1.905 -3.333  2.0110
C10 -4.050 -1.124 -0.096  -0.2003
C11 3.456 -2.040 1.910  -1.1760
C12 5.029 2.917 -2.042  -1.6497
C13 3.008 -2.213 3.208  -0.9411
C14 -2.334 -2.222 -2.981  -0.1615
C15 -5.065 -0.006 -0.329  -0.7917
C16 -2.930 0.906 -0.838  0.0361
C17 -1.162 1.390 6.508  -0.7358
C18 0.004 -2.560 -2.416  0.2393
C19 0.294 0.797 -3.410  -1.7848
C20 2.022 2.049 -4.707  -1.6672
C21 2.080 -1.315 3.724  -0.9194
C22 -1.135 -2.310 1.936  0.6797
C23 3.105 3.959 -0.819  -1.3487
C24 -0.327 -3.283 -3.729  -0.9544
C25 -0.868 1.481 5.161  0.0675
C26 -1.996 -3.849 0.257  -0.1355
C27 -2.727 2.979 4.855  -0.7838
C28 -4.364 0.886 -1.356  -0.6742
C29 -1.655 2.276 4.341  1.0305
C30 -2.440 -4.273 1.654  -0.7766
C31 4.268 2.004 0.164  -1.6222
C32 0.648 3.213 -2.953  -1.4788
C33 2.958 -0.972 1.184  0.1107
H1 4.180 -2.709 1.467  0.5539
H2 -2.166 -3.196 -4.920  0.4345
H3 -0.220 0.636 -2.454  -0.2182
H4 -4.131 -1.560 0.899  0.1432
H5 5.596 2.008 -2.251  0.3594
H6 4.823 1.077 0.003  0.2278
H7 5.705 3.617 -1.542  0.4848
H8 -2.456 2.023 8.091  0.4288
H9 -3.403 -3.829 1.909  0.2702
H10 -3.042 -1.406 -3.119  -0.0257
H11 4.535 -0.200 -2.111  0.5564
H12 -2.528 -5.354 1.738  0.4570
H13 0.790 0.257 5.329  0.2162
H14 -6.017 -0.394 -0.681  0.4151
H15 3.429 1.798 0.851  0.3365
H16 -0.431 -4.287 2.448  0.3568
H17 1.278 2.361 -5.446  0.4599
H18 3.290 -0.784 0.172  0.0624
H19 2.187 3.811 -0.195  0.2528
H20 -2.823 1.649 -0.039  0.1026
H21 -0.556 -4.331 -3.539  0.3773
H22 -3.844 3.456 6.618  0.4280
H23 -0.161 3.425 -3.656  0.4984
H24 1.325 4.063 -2.981  0.3590
H25 -0.159 -1.875 2.150  -0.9794
H26 0.285 -3.254 -1.622  0.5906
H27 -2.870 -3.104 -2.622  0.3090
H28 1.706 -1.462 4.727  0.4946
H29 0.183 3.171 -1.934  0.2797
H30 -1.625 -3.646 3.596  0.4109
H31 -0.553 0.766 7.153  0.4201
H32 0.727 -0.155 -3.715  0.2544
H33 -2.828 -3.731 -0.435  0.0934
H34 3.775 4.602 -0.243  0.5140
H35 3.368 -3.035 3.813  0.4804
H36 3.017 -1.080 -1.902  0.3990
H37 2.444 1.104 -5.050  0.3709
H38 2.827 4.516 -1.710  0.3203
H39 -1.299 -1.655 -4.787  0.2497
H40 0.814 -1.838 -2.531  -0.6236
H41 -0.464 1.063 -4.153  0.7807
H42 -5.233 0.550 0.594  0.3341
H43 -3.328 3.604 4.206  0.4282
H44 -2.202 1.119 -1.626  0.0278
H45 0.505 -3.240 -4.428  0.3718
H46 -4.797 1.882 -1.420  0.4350
H47 -4.185 -1.914 -0.838  0.2735
H48 3.465 -0.428 -3.472  0.5033
H49 -1.910 -1.620 2.290  0.3514
H50 4.741 3.366 -2.995  0.3736
H51 -1.303 -4.580 -0.164  0.4206
H52 -4.405 0.425 -2.344  0.2485
H53 2.816 2.798 -4.702  0.4115
H54 4.945 2.690 0.681  0.6376

Results
- Spin multiplicity: 1
- Gap between HOMO and LUMO: 5.5 eV
- Charge: +3
- Strongest force on any atom: 4.0 eV Å⁻¹



(6)
Formula: C5H6O
Source: the OMol25 dataset
Level of theory: ωB97M-V/def2-TZVPD

Each line ends with the natural charge from an NBO analysis.
Cartesian coordinates (Å):
O1 1.923 -0.484 -0.816  -0.4855
C1 0.721 -0.172 -1.514  -0.1119
C2 -1.092 0.462 1.015  0.0098
C3 -2.285 0.579 0.904  -0.2568
C4 0.359 0.251 0.996  -0.5106
C5 0.691 -0.685 -0.150  0.0707
H1 0.538 0.890 -1.680  0.1826
H2 0.709 -0.161 1.950  0.2407
H3 0.886 1.200 0.839  0.2458
H4 0.419 -1.730 0.007  0.1887
H5 0.472 -0.828 -2.347  0.1865
H6 -3.342 0.680 0.796  0.2399

Results
- Spin multiplicity: 1
- SMILES: C#CC[C@H]1CO1
- Gap between HOMO and LUMO: 11.2 eV
- Charge: 0
- Strongest force on any atom: 0.5 eV Å⁻¹



(7)
Formula: C23H18N3OS3W
Source: the OMol25 dataset
Level of theory: ωB97M-V/def2-TZVPD

Each line ends with the natural charge from an NBO analysis.
Cartesian coordinates (Å):
W1 -0.700 2.393 -0.953  1.2760
S1 -2.427 -1.752 -2.593  0.3551
S2 -2.242 1.144 -2.154  0.1076
S3 -2.137 3.963 -0.700  0.0578
O1 0.854 3.238 -1.452  -0.6639
N1 -0.162 -0.564 -1.866  -0.3633
N2 0.615 0.298 6.115  -0.2359
N3 0.503 0.641 -1.609  -0.4364
C1 2.991 4.117 -1.796  -0.2591
C2 -0.272 2.297 3.374  -0.1570
C3 0.387 0.603 5.031  0.2453
C4 -2.618 -3.310 -0.286  0.0301
C5 4.890 2.647 -1.967  -0.2115
C6 2.673 1.710 -1.684  -0.2204
C7 -0.064 0.412 1.340  -0.2076
C8 -3.084 -4.587 -0.004  -0.2288
C9 -4.126 -3.790 2.012  -0.2018
C10 0.193 0.042 2.647  -0.1589
C11 0.099 0.986 3.664  -0.1130
C12 -1.393 -0.421 -2.142  -0.0588
C13 4.061 1.556 -1.840  -0.1267
C14 -2.939 -2.270 0.579  -0.2485
C15 2.183 3.010 -1.654  0.4002
C16 -3.680 -2.505 1.724  -0.1874
C17 1.809 0.533 -1.679  0.4244
C18 4.350 3.932 -1.954  -0.1267
C19 -1.779 -3.080 -1.516  -0.5479
C20 -0.454 1.717 1.028  -0.3162
C21 -0.555 2.655 2.070  -0.1951
C22 2.469 -0.806 -1.829  -0.6962
C23 -3.834 -4.829 1.142  -0.1917
H1 2.890 -0.897 -2.833  0.2631
H2 -0.863 3.668 1.873  0.2332
H3 -0.751 -2.802 -1.291  0.2456
H4 0.471 -0.978 2.879  0.2435
H5 -0.355 3.024 4.171  0.2460
H6 4.996 4.794 -2.067  0.2393
H7 5.956 2.503 -2.082  0.2400
H8 0.027 -0.343 0.572  0.2220
H9 4.493 0.567 -1.871  0.2293
H10 -1.756 -3.972 -2.139  0.2468
H11 -3.922 -1.684 2.389  0.2184
H12 -2.643 -1.257 0.342  0.1980
H13 -4.711 -3.976 2.904  0.2258
H14 -2.855 -5.404 -0.679  0.2160
H15 -4.195 -5.828 1.347  0.2261
H16 3.289 -0.883 -1.117  0.2481
H17 1.774 -1.615 -1.675  0.2672
H18 2.543 5.100 -1.772  0.2480

Results
- Spin multiplicity: 1
- Gap between HOMO and LUMO: 6.3 eV
- Charge: +1
- Strongest force on any atom: 1.7 eV Å⁻¹



(8)
Formula: C3H2ClF2N
Source: the OMol25 dataset
Level of theory: ωB97M-V/def2-TZVPD

Each line ends with the natural charge from an NBO analysis.
Cartesian coordinates (Å):
Cl1 0.042 -1.374 -1.555  0.0601
F1 -1.364 -1.294 1.153  -0.5562
F2 1.966 -0.859 0.850  -0.2851
N1 -1.182 1.855 -1.414  -0.2674
C1 0.363 0.028 -0.538  -0.2177
C2 -0.463 1.059 -0.966  0.2190
C3 1.199 0.143 0.471  0.3080
H1 -1.966 -0.617 1.173  0.5591
H2 1.406 1.059 0.826  0.1803

Results
- Spin multiplicity: 1
- SMILES: N#C/C(Cl)=C/F.F
- Gap between HOMO and LUMO: 10.5 eV
- Charge: 0
- Strongest force on any atom: 3.6 eV Å⁻¹